Entry 1:
{
  "formula": "C28H52P2Rh",
  "method": "ωB97M-V with the def2-TZVPD basis set",
  "symbols": ["H", "H", "H", "H", "C", "C", "H", "H", "H", "C", "H", "H", "H", "H", "H", "C", "H", "C", "H", "H", "C", "H", "C", "H", "H", "H", "H", "Rh", "H", "H", "H", "C", "C", "P", "C", "C", "H", "C", "H", "H", "C", "P", "C", "H", "H", "C", "H", "H", "C", "H", "H", "H", "H", "C", "C", "C", "C", "C", "H", "H", "H", "H", "H", "H", "C", "C", "H", "H", "H", "H", "H", "C", "H", "H", "H", "C", "H", "H", "C", "H", "C", "H", "C"],
  "positions_angstrom": [[-2.774, -0.550, 1.414], [0.310, 1.266, 2.899], [2.663, 1.788, 0.496], [3.312, 0.080, -1.624], [-2.021, 1.068, -5.857], [0.204, -0.655, -7.068], [-0.898, 3.094, -0.665], [-1.513, -3.124, -1.140], [-1.435, 2.310, 2.842], [0.931, -0.014, -5.918], [3.564, -1.843, 0.286], [-0.458, -1.026, -4.259], [-1.874, 0.443, 2.586], [-2.862, 1.557, 0.891], [-1.195, -2.168, -6.365], [-3.247, 3.524, 0.135], [1.970, 1.722, -5.287], [-0.572, -1.722, 0.182], [0.690, 2.711, -7.368], [1.563, -4.057, -0.005], [-1.887, -0.513, 2.057], [-4.230, 3.582, 0.623], [-0.997, 2.342, 0.136], [-2.004, -1.310, 2.809], [-0.164, 2.513, 0.839], [1.324, 2.654, -3.518], [-1.624, 3.979, 2.292], [-0.539, 0.415, -0.564], [2.035, -0.676, -2.605], [3.173, 2.709, -0.949], [2.871, 0.780, -3.222], [-0.707, 1.867, -3.347], [-2.100, 2.990, 2.301], [-1.457, 0.406, -2.537], [1.096, 0.523, 2.717], [-1.739, -2.546, -0.236], [-2.846, -0.809, -5.315], [2.486, 0.280, -2.321], [-0.115, -1.615, -2.615], [-3.589, 1.417, -2.184], [-2.061, -0.279, -5.876], [1.314, 1.365, -1.483], [2.312, 2.363, -0.367], [1.240, -0.035, 3.657], [-1.754, -1.256, -7.756], [-1.242, -1.150, -6.783], [-3.039, 3.055, 2.864], [1.550, -0.697, -5.315], [1.080, 1.318, -5.788], [-2.798, 4.528, 0.150], [-1.832, 2.874, -6.899], [0.180, 0.008, -7.945], [1.737, 3.222, -0.014], [-0.662, -0.704, 1.237], [-3.242, 0.491, -2.659], [1.591, -1.211, 0.872], [3.064, -1.288, 1.091], [1.335, -3.233, -0.698], [-2.030, -3.248, 0.564], [0.790, -1.534, -7.381], [0.149, 3.247, -5.793], [3.287, -1.804, 2.037], [3.523, -0.292, 1.155], [-2.591, -1.886, -0.436], [-1.256, 1.938, -6.820], [0.566, 2.477, -2.742], [-1.738, -1.844, -3.318], [-2.733, 1.611, -5.215], [-3.413, 3.240, -0.912], [-1.252, 1.508, -7.830], [-3.576, 0.465, -3.702], [0.200, 2.355, -6.444], [0.597, -3.613, -1.413], [-1.463, 2.647, -3.516], [-3.676, -0.363, -2.124], [-0.881, -1.156, -3.256], [2.036, 1.056, 2.506], [2.258, -3.022, -1.256], [0.714, -0.371, 1.603], [-0.458, 1.465, -4.328], [-2.345, 2.525, 0.865], [0.355, 3.447, -2.269], [0.823, -2.049, 0.033]],
  "homo_energy_ha": [-0.3000, -0.4049],
  "s2": 6.013,
  "orbital_gap_ev": [6.460, 5.976],
  "e_above_lowest_kj_mol": 0.0,
  "lumo_ha": [-0.0626, -0.1853],
  "spin_multiplicity": 5,
  "total_charge": 1
}

Entry 2:
{
  "formula": "C28H53BBrCaF7MgN8O20P2S2V",
  "method": "ωB97M-V with the def2-TZVPD basis set",
  "symbols": ["C", "H", "N", "H", "H", "O", "C", "O", "H", "O", "N", "H", "H", "O", "H", "C", "H", "N", "N", "H", "H", "H", "C", "O", "H", "C", "N", "H", "O", "H", "C", "C", "H", "H", "C", "O", "C", "H", "H", "F", "H", "H", "H", "N", "O", "C", "F", "O", "O", "H", "C", "H", "H", "O", "H", "C", "H", "Mg", "H", "C", "H", "O", "O", "C", "F", "O", "P", "N", "P", "H", "H", "C", "O", "F", "F", "H", "C", "H", "C", "F", "H", "O", "C", "H", "C", "V", "H", "O", "H", "H", "O", "S", "C", "H", "H", "C", "H", "H", "H", "H", "C", "S", "H", "H", "N", "O", "C", "H", "H", "Br", "C", "C", "O", "C", "H", "B", "C", "H", "H", "F", "H", "H", "C", "Ca", "H"],
  "positions_angstrom": [[-3.162, -7.571, 5.287], [-5.690, 5.386, -7.598], [5.734, -5.478, 1.531], [-2.278, 9.118, -7.080], [0.983, -1.360, 0.947], [-3.002, 5.339, 0.725], [-0.838, -1.047, -0.249], [0.623, 6.983, 1.167], [-2.825, 8.429, -5.545], [6.205, -2.162, 3.924], [-3.612, 7.462, -7.251], [0.613, -4.839, 4.049], [2.422, 0.102, -0.366], [0.076, -7.139, 6.199], [1.099, 0.686, -1.356], [0.936, -6.347, 2.521], [-0.037, 6.469, -7.805], [5.317, -4.145, 3.252], [-0.651, 5.357, -0.297], [-1.064, 7.808, -8.328], [-3.792, -0.796, 3.512], [1.379, -3.111, 2.787], [-2.742, 5.412, -1.880], [-1.721, -0.725, 0.836], [1.798, -6.056, 4.522], [-0.802, 6.767, -8.526], [-3.733, 4.625, -7.248], [-0.905, 4.075, -8.125], [-2.219, 7.399, -0.291], [-0.368, 6.740, -9.524], [4.121, -5.067, 3.344], [-3.133, 8.658, -6.563], [-3.040, 3.498, -5.607], [-3.093, -5.544, 3.111], [-3.074, -1.519, 3.913], [-0.299, 4.934, 2.225], [-1.181, 0.299, 1.517], [-4.742, 3.981, -5.479], [-3.929, 9.403, -6.496], [1.401, 3.391, 0.407], [3.685, -5.312, 1.208], [-3.175, -8.045, 4.304], [-0.971, 4.633, -9.805], [-2.003, 5.891, -8.457], [-1.973, -3.908, 1.529], [4.337, -6.774, 5.336], [2.314, 5.105, -0.484], [2.375, -3.168, 2.944], [0.074, 0.549, 1.130], [-4.240, 2.696, -6.593], [5.082, -1.217, 1.934], [-3.337, -8.255, 7.372], [-5.389, 3.738, -8.177], [-1.545, -8.681, 6.454], [-2.711, -4.489, 4.475], [5.235, -1.228, 3.454], [-4.710, 5.060, -9.062], [0.748, -3.400, 1.240], [4.098, -0.861, 1.649], [5.678, -3.323, 4.421], [4.801, -3.173, 5.048], [-2.646, -0.076, -4.414], [4.419, 3.789, 3.858], [-4.937, 4.724, -8.048], [-3.484, -9.776, 6.085], [-1.991, -6.747, 5.408], [3.699, 2.451, 3.892], [-2.512, -2.222, 2.821], [-2.753, 6.007, -6.881], [-0.019, -5.974, 2.167], [6.429, -3.786, 5.061], [-1.037, -7.492, 6.038], [0.652, 0.351, -3.970], [2.465, 4.792, 1.647], [-3.996, 5.784, -2.076], [1.629, -0.997, -1.507], [4.318, -5.790, 1.945], [-0.876, -2.117, -0.461], [-4.151, 7.834, -8.545], [-2.693, 4.074, -1.977], [4.243, -6.863, 2.032], [2.195, 2.677, 4.032], [-1.540, 4.549, -8.877], [-1.146, -0.503, -1.134], [1.698, 4.677, 0.598], [-1.000, 0.163, -4.221], [5.575, -0.245, 3.746], [4.212, 1.649, 5.081], [5.587, -4.585, 1.068], [5.780, -0.517, 1.489], [-2.938, 6.002, -5.393], [-2.154, 5.982, -0.243], [1.465, -0.180, -0.805], [-3.379, 8.145, -9.265], [7.665, -5.047, 4.188], [0.499, -0.585, 0.276], [7.949, -5.988, 2.769], [-4.260, -4.308, 3.594], [-4.833, 8.679, -8.420], [5.239, -2.201, 1.496], [-2.959, -8.573, 6.399], [0.200, 5.650, 0.950], [0.750, -7.355, 2.879], [-2.282, -0.974, 4.461], [7.345, -5.373, 3.292], [-1.834, 0.885, 2.365], [6.245, -5.003, 2.763], [-2.015, -1.695, 2.113], [-3.593, -2.182, 4.596], [-0.755, 5.913, 3.729], [-3.954, 3.663, -6.173], [4.384, -5.934, 4.493], [3.973, 1.683, 2.602], [-2.531, -3.583, 2.548], [-4.069, -6.983, 5.408], [2.631, -4.481, 3.297], [-3.196, -4.537, 3.499], [1.617, -6.399, 1.680], [-4.742, 7.049, -9.002], [-1.996, 5.922, -2.835], [4.247, -1.400, 3.875], [4.466, -7.261, 6.269], [1.437, -5.453, 3.696], [-3.519, 0.953, 3.052], [-2.371, 3.888, -9.094]],
  "homo_energy_ha": -0.2684,
  "orbital_gap_ev": 1.842,
  "lumo_ha": -0.2007,
  "spin_multiplicity": 1,
  "total_charge": 1
}

Entry 3:
{
  "formula": "C28H53I2NO6P2S2",
  "method": "ωB97M-V with the def2-TZVPD basis set",
  "symbols": ["C", "H", "H", "H", "H", "C", "H", "H", "N", "C", "H", "H", "H", "C", "H", "C", "S", "O", "H", "H", "C", "C", "H", "H", "C", "P", "C", "H", "H", "C", "H", "H", "C", "H", "H", "H", "H", "H", "I", "H", "H", "H", "H", "C", "C", "H", "O", "C", "H", "H", "C", "H", "C", "C", "C", "H", "H", "C", "O", "C", "C", "C", "H", "H", "H", "H", "O", "H", "I", "C", "H", "H", "H", "H", "H", "C", "C", "P", "H", "H", "H", "H", "H", "H", "H", "S", "H", "C", "O", "H", "H", "C", "C", "O"],
  "positions_angstrom": [[4.019, -4.932, -1.953], [-7.737, 1.418, 1.262], [-9.289, 0.682, 0.916], [7.445, 2.125, -2.310], [7.030, 0.514, -1.709], [-1.133, 0.357, 1.226], [2.358, 3.577, 1.273], [3.023, 2.549, -3.290], [-1.731, -0.640, 0.414], [2.831, -3.514, 3.804], [1.629, -3.039, 5.547], [3.604, -3.905, 4.472], [7.077, 1.856, -0.584], [-7.613, -0.100, -0.251], [4.909, -6.876, -1.515], [-1.242, -1.999, 0.706], [-0.988, 0.321, 2.842], [3.761, -4.474, -0.620], [-3.453, -2.136, -0.917], [0.066, 1.856, -2.854], [-8.371, 1.046, 0.451], [0.023, -2.386, -0.076], [0.835, 1.988, 2.085], [1.634, -0.609, 0.710], [-9.779, 3.152, 0.099], [2.792, 3.164, -2.051], [-6.112, -0.082, 0.015], [-3.558, -0.947, 1.453], [-8.983, 1.870, -1.447], [4.721, 3.012, -1.710], [4.134, -2.298, 2.633], [3.093, 5.510, -1.284], [-5.400, -1.349, -0.471], [1.916, 6.567, -3.982], [-10.269, 3.728, -0.684], [3.713, -1.597, 4.201], [-8.020, -1.053, 0.094], [3.094, -1.578, 0.686], [4.309, 0.155, -2.520], [3.318, 2.032, 0.004], [0.911, -3.170, 1.734], [5.907, -5.859, -2.580], [-5.660, 0.792, -0.467], [6.818, 1.575, -1.607], [4.904, -4.586, 0.100], [-0.288, 3.839, -1.923], [5.832, -5.283, -0.593], [3.315, -2.132, 3.334], [0.684, -3.091, 4.039], [-9.357, 3.843, 0.831], [-3.895, -1.165, -0.698], [-7.773, 2.830, -0.570], [1.242, -2.726, 0.791], [5.364, 1.869, -1.860], [5.208, -5.853, -1.748], [-0.071, 3.443, 1.791], [1.839, -3.476, 0.278], [-3.208, -0.526, 0.501], [4.246, 4.906, -3.999], [0.477, 2.643, 1.292], [-8.684, 2.236, -0.463], [3.370, 5.470, -3.444], [-3.440, 0.540, 0.505], [2.585, -0.197, 2.789], [1.301, 4.189, 0.028], [0.271, -1.578, -0.769], [5.064, -4.133, 1.185], [3.140, -5.434, -2.348], [5.880, 4.618, -1.007], [2.275, -1.238, 2.650], [-7.791, -0.007, -1.325], [4.261, -4.073, -2.578], [-5.956, 0.022, 1.093], [1.235, -4.569, 4.790], [1.296, -1.320, 3.127], [2.382, 2.331, -0.464], [2.713, 4.994, -2.164], [0.593, 3.168, -2.812], [-1.105, -2.147, 1.781], [1.665, 5.281, -2.249], [-10.533, 2.564, 0.625], [-2.047, -2.665, 0.401], [-5.536, -2.129, 0.284], [2.804, -4.199, 2.954], [-0.213, -3.253, -0.697], [-0.668, 1.736, 0.238], [-3.757, -0.513, -1.564], [1.640, 3.270, 0.511], [2.879, 6.645, -3.905], [1.826, 1.413, -0.655], [-5.855, -1.683, -1.406], [1.519, -3.535, 4.581], [2.107, -1.495, 1.149], [0.631, 3.855, -4.149]],
  "smiles": "CCCCCCCCN(CCCCCCCC)C(=S)SCCC[PH](CC(=O)O)([PH2]=O)/C(I)=C(/C)I.O=C1OCCO1",
  "homo_energy_ha": -0.3026,
  "orbital_gap_ev": 8.007,
  "lumo_ha": -0.0084,
  "spin_multiplicity": 1,
  "total_charge": 0
}